Record 1
{"formula": "C3H11N", "method": "ωB97M-V/def2-TZVPD", "symbols": ["N", "H", "H", "H", "C", "C", "C", "H", "H", "H", "H", "H", "H", "H", "H"], "xyz": [[3.80, 0.19, 0.18], [4.32, -0.66, 0.46], [3.91, 0.82, 0.95], [2.78, -0.13, 0.25], [-1.57, -1.11, -0.81], [-1.64, -0.14, 0.39], [-0.88, 1.16, 0.09], [-2.14, -0.67, -1.67], [-1.94, -2.10, -0.77], [-0.57, -1.20, -1.06], [-1.17, -0.76, 1.18], [-2.70, 0.06, 0.50], [-0.93, 1.55, 1.04], [0.13, 1.09, -0.28], [-1.39, 1.91, -0.44]], "total_charge": 1, "relative_energy_ev": 2.1006, "e_homo_ev": [-13.87, -13.87], "homo_lumo_gap_ev": [8.981, 2.287], "largest_force_ev_per_a": 5.17, "multiplicity": 2, "e_tot_ev": -4767.7279}

***

Record 2
{"formula": "C6H8S2", "method": "ωB97M-V/def2-TZVPD", "symbols": ["C", "C", "C", "C", "S", "C", "C", "S", "H", "H", "H", "H", "H", "H", "H", "H"], "xyz": [[-2.05, -0.43, 1.62], [-1.44, -0.16, 0.60], [-0.57, 0.36, -0.49], [-1.31, 0.70, -1.81], [0.64, 1.55, 0.03], [1.89, 0.46, 0.73], [1.47, -0.99, 0.57], [0.50, -1.22, -0.98], [-2.80, -0.84, 2.25], [-0.58, 0.77, -2.53], [-1.99, 1.47, -1.83], [-1.83, -0.25, -2.10], [2.19, 0.70, 1.76], [2.87, 0.77, 0.31], [2.29, -1.70, 0.55], [0.74, -1.19, 1.33]], "total_charge": 0, "relative_energy_ev": 2.5849, "e_homo_ev": -8.55, "homo_lumo_gap_ev": 9.224, "largest_force_ev_per_a": 4.09, "smiles": "C#CC1(C)SCCS1", "e_tot_ev": -28019.4575}

***

Record 3
{"formula": "C36H42AsBF4N8O2S7W", "method": "ωB97M-V/def2-TZVPD", "symbols": ["W", "C", "C", "C", "C", "C", "N", "C", "C", "C", "C", "C", "C", "C", "N", "C", "C", "C", "N", "C", "C", "N", "C", "C", "C", "N", "H", "H", "H", "H", "H", "H", "H", "H", "H", "H", "H", "H", "H", "H", "H", "H", "H", "H", "S", "As", "S", "S", "S", "C", "C", "C", "C", "N", "C", "S", "N", "C", "C", "C", "C", "H", "H", "H", "H", "H", "H", "H", "H", "H", "H", "H", "H", "H", "H", "H", "H", "H", "H", "H", "H", "F", "B", "F", "F", "F", "O", "S", "O", "N", "C", "S", "C", "C", "C", "C", "C", "C", "H", "H", "H", "H"], "xyz": [[1.13, -0.64, -1.08], [2.63, 3.22, -6.18], [2.60, 2.70, -4.76], [3.73, 2.15, -4.18], [3.69, 1.61, -2.91], [2.51, 1.59, -2.18], [2.41, 1.00, -0.90], [2.62, 1.84, 0.16], [3.11, 3.16, -0.03], [3.26, 4.06, 1.00], [2.91, 3.74, 2.30], [3.05, 4.73, 3.43], [2.43, 2.46, 2.52], [2.33, 1.51, 1.51], [1.92, 0.22, 1.93], [2.14, -0.33, 3.13], [1.54, -1.57, 3.15], [0.99, -1.72, 1.88], [1.23, -0.64, 1.14], [1.37, 2.14, -2.77], [1.40, 2.68, -4.05], [0.13, 2.12, -2.06], [-0.87, 3.01, -2.17], [-1.90, 2.60, -1.36], [-1.44, 1.40, -0.79], [-0.22, 1.11, -1.22], [3.61, 3.63, -6.42], [1.87, 3.99, -6.33], [2.41, 2.42, -6.88], [4.66, 2.14, -4.73], [4.57, 1.17, -2.45], [3.37, 3.46, -1.03], [3.63, 5.05, 0.77], [2.94, 5.75, 3.07], [4.02, 4.65, 3.92], [2.28, 4.57, 4.19], [2.10, 2.18, 3.51], [2.77, 0.16, 3.85], [1.54, -2.29, 3.96], [0.46, -2.56, 1.46], [0.50, 3.06, -4.51], [-0.77, 3.87, -2.81], [-2.84, 3.08, -1.20], [-1.93, 0.76, -0.09], [-2.28, -0.55, -5.80], [-0.69, 1.04, -6.25], [0.93, -1.16, -3.27], [-1.14, 0.17, -4.18], [-1.61, 2.94, -6.41], [-4.72, 2.87, 1.05], [-5.45, 3.02, 2.39], [-6.29, 1.81, 2.81], [-5.51, 0.58, 3.29], [-4.85, -0.16, 2.23], [-3.51, -0.29, 2.07], [-2.38, 0.47, 3.06], [-3.13, -1.03, 1.02], [-3.99, -1.68, 0.05], [-4.58, -3.00, 0.52], [-5.44, -3.64, -0.56], [-5.99, -5.00, -0.15], [-4.28, 3.82, 0.75], [-5.41, 2.55, 0.26], [-3.92, 2.14, 1.12], [-6.11, 3.89, 2.34], [-4.71, 3.22, 3.17], [-6.95, 1.51, 1.98], [-6.94, 2.11, 3.63], [-6.19, -0.10, 3.81], [-4.73, 0.88, 4.00], [-5.44, -0.66, 1.59], [-2.14, -1.21, 0.92], [-3.39, -1.86, -0.84], [-4.78, -0.98, -0.26], [-5.16, -2.87, 1.44], [-3.75, -3.67, 0.76], [-4.83, -3.74, -1.46], [-6.27, -2.97, -0.82], [-5.17, -5.69, 0.07], [-6.60, -5.44, -0.93], [-6.60, -4.92, 0.76], [-1.42, -3.69, 0.65], [-1.08, -3.43, -0.69], [-2.18, -3.65, -1.51], [0.02, -4.16, -1.08], [-0.76, -1.99, -0.74], [5.24, -1.15, 3.20], [5.60, -1.26, 1.80], [6.69, -0.44, 1.35], [4.29, -1.09, 0.85], [4.01, -2.20, 0.20], [2.77, -2.49, -0.91], [4.95, -3.33, 0.48], [4.95, -4.62, -0.03], [5.93, -5.51, 0.40], [6.89, -5.11, 1.33], [6.89, -3.82, 1.84], [5.91, -2.96, 1.40], [4.19, -4.92, -0.74], [5.94, -6.52, 0.02], [7.64, -5.82, 1.65], [7.64, -3.50, 2.56]], "total_charge": -2, "relative_energy_ev": 1.3918, "e_homo_ev": [-1.46, -1.62], "homo_lumo_gap_ev": [5.249, 5.408], "largest_force_ev_per_a": 0.92, "multiplicity": 3, "e_tot_ev": -204099.0670}

***

Record 4
{"formula": "C10H18O2S", "method": "ωB97M-V/def2-TZVPD", "symbols": ["C", "S", "C", "C", "C", "C", "C", "C", "C", "C", "O", "C", "O", "H", "H", "H", "H", "H", "H", "H", "H", "H", "H", "H", "H", "H", "H", "H", "H", "H", "H"], "xyz": [[0.42, 2.24, -0.48], [0.09, 0.76, 0.42], [1.23, -0.75, 0.77], [2.53, -0.60, 0.01], [3.81, -0.61, 0.80], [4.94, -0.50, -0.24], [-1.63, 0.17, 0.47], [-2.77, 0.96, -0.18], [-3.81, -0.11, -0.01], [-5.24, 0.06, -0.74], [-3.18, -1.31, -0.35], [-1.88, -1.16, -0.13], [-1.11, -2.06, -0.35], [1.33, 2.64, -0.03], [0.86, 2.17, -1.46], [0.14, 1.24, 1.76], [0.71, -1.75, 0.41], [1.40, -0.88, 1.93], [2.58, -1.37, -0.78], [2.46, 0.36, -0.54], [3.90, -1.60, 1.31], [3.94, 0.24, 1.48], [5.73, 0.06, 0.15], [5.21, -1.55, -0.51], [4.56, 0.08, -1.04], [-3.01, 1.94, 0.30], [-2.76, 1.27, -1.26], [-3.96, -0.15, 1.09], [-5.14, -0.10, -1.82], [-5.66, 1.07, -0.71], [-5.70, -0.76, -0.29]], "total_charge": 0, "relative_energy_ev": 6.8892, "e_homo_ev": -8.15, "homo_lumo_gap_ev": 8.069, "largest_force_ev_per_a": 3.57, "smiles": "C=[S@H](CCCC)=C1C[C@@H](C)OC1=O", "e_tot_ev": -25585.5386}

***

Record 5
{"formula": "C5H3NO", "method": "ωB97M-V/def2-TZVPD", "symbols": ["C", "C", "C", "C", "O", "C", "N", "H", "H", "H"], "xyz": [[1.95, -0.59, 0.94], [1.19, -0.85, 0.05], [-0.11, -0.70, -0.59], [-0.69, 0.59, 0.04], [-0.20, 1.17, 0.97], [-1.93, 1.17, -0.52], [-2.86, 1.76, -0.85], [2.55, -0.29, 1.77], [-0.13, -0.65, -1.68], [-0.76, -1.54, -0.31]], "total_charge": 0, "relative_energy_ev": 2.2459, "e_homo_ev": -10.67, "homo_lumo_gap_ev": 10.199, "largest_force_ev_per_a": 1.34, "smiles": "C#CCC(=O)C#N", "e_tot_ev": -8767.7605}

***

Record 6
{"formula": "C4H8NO3", "method": "ωB97M-V/def2-TZVPD", "symbols": ["O", "C", "O", "N", "C", "C", "C", "O", "H", "H", "H", "H", "H", "H", "H", "H"], "xyz": [[-0.64, 1.83, 1.27], [-0.41, 0.73, 1.81], [-1.04, 0.04, 2.61], [0.83, 0.06, 1.30], [0.57, -1.10, 0.51], [-0.45, -0.78, -0.61], [0.06, 0.30, -1.58], [0.04, 1.63, -1.15], [1.37, 0.74, 0.77], [1.48, -1.41, -0.01], [0.12, -1.91, 1.09], [-1.37, -0.41, -0.14], [-0.79, -1.61, -1.23], [1.07, 0.00, -1.90], [-0.54, 0.21, -2.50], [-0.30, 1.68, -0.23]], "total_charge": -1, "relative_energy_ev": 1.2237, "e_homo_ev": -4.40, "homo_lumo_gap_ev": 8.428, "largest_force_ev_per_a": 2.20, "smiles": "O=C([O-])NCCCO", "e_tot_ev": -11912.0703}

***

What did the sixth record say?
{"formula": "C4H8NO3", "method": "ωB97M-V/def2-TZVPD", "symbols": ["O", "C", "O", "N", "C", "C", "C", "O", "H", "H", "H", "H", "H", "H", "H", "H"], "xyz": [[-0.64, 1.83, 1.27], [-0.41, 0.73, 1.81], [-1.04, 0.04, 2.61], [0.83, 0.06, 1.30], [0.57, -1.10, 0.51], [-0.45, -0.78, -0.61], [0.06, 0.30, -1.58], [0.04, 1.63, -1.15], [1.37, 0.74, 0.77], [1.48, -1.41, -0.01], [0.12, -1.91, 1.09], [-1.37, -0.41, -0.14], [-0.79, -1.61, -1.23], [1.07, 0.00, -1.90], [-0.54, 0.21, -2.50], [-0.30, 1.68, -0.23]], "total_charge": -1, "relative_energy_ev": 1.2237, "e_homo_ev": -4.40, "homo_lumo_gap_ev": 8.428, "largest_force_ev_per_a": 2.20, "smiles": "O=C([O-])NCCCO", "e_tot_ev": -11912.0703}